No. 1
C10H27NO7P3 | ωB97M-V with the def2-TZVPD basis set

Each line ends with the Löwdin charge.
Element x y z (Å)
O (2.510160, 1.518847, -1.605656)  -0.4015
P (3.136971, 1.684973, -3.054265)  0.5255
O (4.485577, 0.567915, -3.333427)  -0.2477
O (3.797701, 3.313444, -3.313930)  -0.2655
P (1.701444, 1.354503, -4.670846)  0.8166
C (-0.108059, 1.463242, -4.074776)  -0.5060
C (-0.793370, 2.966422, -3.848754)  -0.1389
C (-2.324173, 2.407035, -3.471641)  -0.1387
N (-2.067370, 1.125771, -2.651613)  -0.0012
C (-0.556832, 0.808520, -2.641466)  -0.1322
H (4.542339, 0.467892, -4.336724)  0.0753
H (4.782218, 3.270801, -3.117252)  0.0864
H (1.873012, 2.461052, -5.612227)  -0.0402
H (-0.772107, 0.903030, -4.858686)  0.1189
H (-0.716809, 3.605951, -4.837269)  0.1399
H (-0.519900, 3.507869, -2.821414)  0.1450
H (-2.742321, 2.145181, -4.557482)  0.1475
H (-3.084194, 3.188180, -3.010992)  0.1582
H (-2.588841, 0.365173, -3.182512)  0.1947
H (-2.523260, 1.367219, -1.743861)  0.1838
H (-0.236165, 1.403554, -1.658576)  0.1496
H (-0.406978, -0.332533, -2.432589)  0.1567
O (0.888190, -2.531142, 3.862930)  -0.2227
P (-0.133888, -1.751867, 2.999431)  0.7275
O (0.819387, -0.407243, 2.831187)  -0.2329
C (1.894435, -0.463236, 1.908953)  -0.2845
C (1.400569, -0.540539, 0.475833)  -0.1023
O (-1.036907, -1.221401, 4.299196)  -0.2236
C (-0.967429, -1.928092, 5.536081)  -0.2983
C (0.165673, -1.413493, 6.412477)  -0.0745
O (-1.275837, -0.881198, 2.034658)  -0.2149
C (-1.933746, -1.651999, 1.038462)  -0.3386
C (-2.551447, -2.928508, 1.577306)  -0.0803
H (2.544931, -1.312032, 2.143027)  0.1146
H (2.478672, 0.450681, 2.042556)  0.1253
H (0.972665, -1.523399, 0.275181)  0.0591
H (2.225714, -0.389110, -0.230059)  0.0603
H (0.624965, 0.207092, 0.283840)  0.0627
H (-0.882776, -3.003885, 5.355867)  0.1032
H (-1.918729, -1.779336, 6.058980)  0.1167
H (1.101068, -1.264400, 5.863219)  0.0711
H (0.359858, -2.106374, 7.238786)  0.0821
H (-0.092276, -0.438135, 6.836103)  0.0771
H (-1.224032, -1.887031, 0.240935)  0.0865
H (-2.716301, -1.022601, 0.603468)  0.1104
H (-1.797545, -3.591443, 2.011647)  0.0709
H (-3.053921, -3.477996, 0.773126)  0.0855
H (-3.280336, -2.707355, 2.362770)  0.0934

Atomic forces in eV per Å
O 2.067 0.314 -5.440
P 1.382 1.431 4.725
O -3.126 2.539 -1.376
O 0.291 -3.861 0.477
P -0.450 -0.710 -0.934
C -1.563 1.323 1.913
C -1.232 -1.178 1.009
C 0.342 2.010 -3.683
N -1.616 0.267 -1.500
C 0.652 0.461 1.480
H 0.122 0.026 1.702
H -1.507 0.114 -0.238
H -0.312 -0.448 1.193
H 1.483 1.032 1.071
H -0.436 -1.132 2.380
H 0.402 -1.034 -2.699
H 0.488 0.126 2.664
H 1.839 -1.934 -0.478
H 0.587 1.013 1.421
H 0.742 -1.145 -0.519
H 0.187 -1.330 -2.525
H -0.264 2.216 -0.679
O -1.525 -2.298 -3.819
P 1.581 6.931 7.038
O 0.176 -0.443 -0.622
C 0.164 0.254 -0.087
C 0.257 -0.086 -0.258
O -0.617 -1.048 -1.240
C 0.201 -0.177 0.556
C 0.145 0.233 0.162
O 0.383 -3.321 -1.317
C -0.406 -0.054 -0.187
C -0.373 0.080 0.002
H 0.012 0.032 -0.025
H -0.122 -0.069 0.106
H -0.094 -0.224 -0.054
H -0.219 -0.005 0.183
H 0.160 0.028 0.101
H 0.134 0.187 0.030
H 0.040 0.154 -0.279
H -0.210 -0.257 -0.042
H -0.066 0.107 -0.124
H -0.058 -0.125 -0.007
H 0.014 -0.046 -0.191
H 0.020 0.087 0.118
H 0.122 -0.068 -0.042
H 0.102 0.032 0.158
H 0.099 -0.002 -0.125

Output
highest occupied orbital energy	-11.70	eV
orbital gap	8.08	eV
E_tot	-2002.371645	hartree
max |F|	10.004	eV/Å
multiplicity	1
net charge	+1

***

No. 2
C10H28CuN2O7P | ωB97M-V with the def2-TZVPD basis set

Each line ends with the Löwdin charge.
Element x y z (Å)
Cu (-0.121989, 1.081642, 1.874385)  0.2529
P (1.577694, 1.493991, 3.817831)  -0.0343
O (0.039924, 1.829626, 3.912712)  -0.4794
O (1.794132, -0.028411, 4.153392)  -0.3811
O (2.404489, 2.430596, 4.696362)  -0.4924
O (1.929555, 1.588401, 2.274919)  -0.4620
C (0.295844, -3.291675, 1.422801)  -0.1171
C (1.183082, -2.273018, 2.123372)  -0.3928
O (0.429457, -1.169983, 2.521373)  -0.2244
H (-0.493692, -3.609829, 2.111331)  0.0615
H (0.850390, -4.195416, 1.131649)  0.0555
H (-0.168593, -2.866799, 0.532632)  0.0233
H (2.002259, -1.947480, 1.454619)  0.1027
H (1.652141, -2.718213, 3.013293)  0.1047
H (1.092473, -0.659255, 3.287027)  -0.0310
C (1.211101, -2.613065, -4.675521)  -0.0762
C (1.891711, -2.020779, -3.458071)  -0.4484
C (0.986866, -2.035015, -2.236430)  -0.2267
O (-0.015556, -1.071014, -2.424862)  -0.1782
C (-0.779412, -0.889176, -1.260863)  -0.1134
N (3.122833, -2.768724, -3.138431)  0.0281
H (1.083163, -3.688285, -4.527698)  0.0771
H (1.809666, -2.445184, -5.575163)  0.0663
H (0.242373, -2.134901, -4.812428)  0.0745
H (2.117342, -0.960481, -3.654033)  0.1386
H (1.560122, -1.862057, -1.318054)  0.1291
H (0.535061, -3.042244, -2.152589)  0.1326
H (-1.426533, -0.028044, -1.443639)  0.0728
H (-0.189859, -0.630966, -0.372896)  0.0801
H (-1.422513, -1.745377, -1.009705)  0.0861
H (3.713870, -2.210031, -2.533368)  0.0723
H (3.653223, -2.935574, -3.986371)  0.0538
C (-4.052027, 2.934866, 0.708944)  -0.0795
C (-2.733187, 2.205740, 0.464882)  -0.4122
C (-1.611687, 3.216238, 0.365956)  -0.2492
O (-0.420361, 2.569031, 0.041867)  -0.2227
C (0.701468, 3.445656, 0.105168)  -0.0960
N (-2.408134, 1.242108, 1.547636)  0.0651
H (-3.936694, 3.645624, 1.530549)  0.0793
H (-4.851033, 2.229235, 0.941756)  0.0670
H (-4.375517, 3.503959, -0.171129)  0.0681
H (-2.757862, 1.648412, -0.475187)  0.1259
H (-1.522688, 3.765200, 1.317383)  0.1399
H (-1.862691, 3.966066, -0.413672)  0.1257
H (0.756756, 3.916221, 1.089254)  0.0976
H (0.626832, 4.200478, -0.693900)  0.0760
H (1.584371, 2.823701, -0.004530)  0.0811
H (-3.038420, 0.449227, 1.452267)  0.0850
H (-2.659752, 1.654979, 2.445179)  0.0943

Atomic forces in eV per Å
Cu 0.363 -0.202 0.707
P 0.358 0.920 -0.020
O -0.259 -0.263 -0.436
O -0.172 -0.427 0.252
O -0.081 -0.503 -0.269
O -0.510 0.277 -0.371
C 0.117 -0.422 0.191
C -0.349 0.758 -0.043
O -0.347 -0.856 -0.594
H -0.054 0.100 -0.068
H 0.041 0.090 -0.070
H -0.006 0.016 0.037
H 0.060 -0.201 -0.050
H 0.121 -0.214 -0.088
H 0.244 0.760 0.811
C 0.124 0.049 0.082
C 0.467 0.359 0.281
C -0.054 -0.624 -0.264
O 0.189 -0.114 -0.018
C -0.709 0.734 0.486
N -0.188 -0.010 -0.221
H -0.082 0.009 -0.059
H -0.015 -0.061 -0.024
H -0.051 -0.070 -0.027
H -0.098 -0.094 -0.065
H -0.019 0.167 -0.020
H 0.096 0.125 0.125
H 0.007 -0.074 -0.044
H 0.205 -0.129 -0.070
H 0.199 -0.121 -0.199
H -0.050 -0.070 0.105
H -0.013 0.030 0.006
C -0.116 0.075 -0.406
C 0.154 -0.182 0.591
C -0.044 0.461 -0.195
O 0.005 0.218 -0.252
C -0.043 -0.182 0.059
N -0.451 0.263 -0.476
H -0.071 -0.105 0.100
H 0.015 -0.001 0.115
H 0.105 -0.016 0.035
H -0.085 -0.048 0.036
H 0.093 -0.166 0.037
H -0.010 -0.097 0.086
H 0.061 -0.045 0.021
H 0.001 -0.011 0.021
H 0.049 0.028 0.076
H 0.298 -0.159 0.010
H 0.505 0.027 0.080

Output
highest occupied orbital energy	0.92	eV
orbital gap	3.47	eV
energy above the lowest of the compared OMol25 structures with the same formula, charge and spin	0.0	kcal per mole
E_tot	-3015.890348	hartree
max |F|	1.138	eV/Å
multiplicity	1
net charge	-2

***

No. 3
C10H29AlCl2KN5O14P2 | ωB97M-V with the def2-TZVPD basis set

Each line ends with the Löwdin charge.
Element x y z (Å)
N (-1.323084, -1.510553, 3.087121)  -0.0348
P (-1.011505, 0.033082, 3.497285)  0.7541
O (-0.210805, 0.647874, 2.312324)  -0.1546
C (-2.519021, 0.874172, 3.844147)  -0.2505
C (-3.458460, 0.693029, 2.568161)  -0.6178
O (-3.177308, 1.092811, 1.486808)  0.0116
Cl (-5.274839, -0.336235, 2.854515)  0.0271
H (-2.239163, -1.796755, 3.429872)  0.0421
H (-1.433339, -1.570121, 2.076012)  0.0953
H (-0.129130, 0.018614, 4.582593)  0.0660
H (0.706078, 0.819948, 2.563717)  0.0376
H (-2.981075, 0.300961, 4.646609)  0.0811
H (-2.411749, 1.912217, 4.132476)  0.0965
C (-5.122335, 0.552928, -1.705327)  -0.3282
O (-5.467161, -0.360146, -2.416481)  0.0348
H (-4.296575, 1.535049, -2.362520)  -0.2491
H (-5.889701, 1.266122, -1.325239)  0.1097
H (-4.410661, 0.374841, -0.860314)  0.1022
O (-2.079600, -5.971068, 4.355175)  -0.2257
P (-1.746452, -4.517828, 4.023216)  -0.1398
O (-2.324474, -3.598639, 5.097725)  -0.2029
O (-2.378231, -4.160349, 2.679312)  -0.1950
O (-0.232280, -4.308679, 3.948633)  -0.2740
O (2.833801, -0.383499, 2.581931)  0.2492
H (3.555357, 0.159556, 2.188262)  0.1737
H (3.106741, -0.782306, 3.426425)  0.1842
H (2.513171, -1.089655, 1.911912)  0.1112
Al (-7.298950, 0.514885, 4.100642)  0.2881
C (3.210998, 2.124418, 0.298041)  -0.6812
O (4.311620, 2.475853, 0.686310)  0.0377
N (2.893446, 1.681093, -0.923872)  0.2106
N (2.116763, 2.115450, 1.171959)  0.1153
H (1.969326, 1.397532, -1.192481)  0.0746
H (3.641719, 1.623875, -1.609052)  0.1004
H (2.259504, 2.396772, 2.123556)  0.0906
H (1.213073, 1.806033, 0.864012)  0.0717
Cl (-3.893824, 2.451060, -3.309940)  0.3320
C (2.724676, -4.127565, 0.165107)  0.0118
C (1.875521, -2.909446, 0.019899)  -0.4182
O (1.771730, -2.089476, 0.929612)  0.0082
C (1.153710, -2.711013, -1.268539)  0.0094
H (3.186974, -4.142140, 1.148741)  0.0863
H (2.108867, -5.020041, 0.053062)  0.1023
H (3.506244, -4.121118, -0.596446)  0.1077
H (0.473511, -3.545950, -1.443440)  0.0994
H (1.876988, -2.645104, -2.085146)  0.0909
H (0.580919, -1.788007, -1.233573)  0.0858
N (4.762040, -0.616987, -2.785333)  -0.6390
O (5.584893, -1.367916, -2.226884)  -0.0817
O (5.077522, 0.575435, -3.045284)  -0.0923
O (3.620363, -1.038185, -3.068331)  -0.0888
C (0.758871, 2.327128, -3.322648)  -0.3702
O (1.440174, 1.335720, -3.462216)  0.0241
N (0.479697, 3.222463, -4.282690)  -0.1922
C (-0.345013, 4.386549, -4.040627)  -0.0678
C (1.034387, 3.000724, -5.610823)  -0.0300
H (0.289513, 2.583961, -2.349823)  0.1249
H (-1.222033, 4.365658, -4.691276)  0.0815
H (0.223936, 5.296260, -4.243553)  0.0890
H (-0.677095, 4.402242, -3.004904)  0.0766
H (0.686694, 2.045477, -6.003004)  0.0945
H (2.122152, 2.969017, -5.557439)  0.0988
H (0.723683, 3.802745, -6.274769)  0.0841
K (-6.840794, -2.672789, 3.446777)  0.5609

Atomic forces in eV per Å
N -0.795 0.781 -0.463
P -0.722 -0.785 0.767
O 0.509 0.683 -0.273
C 0.438 -0.123 -0.151
C 0.988 0.541 -0.564
O 0.374 0.260 -0.065
Cl -2.403 -0.093 0.887
H 0.261 -0.715 0.492
H 0.507 -0.386 -0.178
H 0.047 0.056 0.083
H 0.235 0.081 -0.389
H -0.144 0.046 0.265
H 0.087 0.263 0.012
C -2.990 -2.612 3.879
O 0.513 0.186 -0.809
H 1.497 2.156 -1.947
H 0.219 0.676 -1.011
H 1.006 0.282 -0.948
O -0.679 0.089 0.019
P 1.257 -1.218 0.292
O -0.409 0.366 -0.220
O -0.375 0.412 0.023
O -0.058 0.658 -0.171
O 0.324 0.308 0.163
H -0.093 0.102 -0.063
H 0.165 -0.211 -0.113
H -0.610 -1.143 -0.783
Al 0.776 0.166 -0.404
C -0.423 -0.140 -0.048
O -0.005 -0.201 0.303
N 0.729 0.246 -0.065
N -0.126 -0.428 0.335
H 0.107 -0.132 -0.268
H -0.061 -0.289 -0.320
H 0.024 0.486 -0.117
H -0.076 0.264 -0.071
Cl -0.182 -0.666 0.912
C 0.159 0.164 0.336
C 0.145 -0.247 -0.363
O 0.405 1.096 0.656
C -0.234 0.210 0.216
H -0.008 -0.041 0.040
H 0.015 -0.010 -0.141
H -0.098 -0.029 -0.140
H 0.111 -0.106 -0.073
H 0.111 -0.014 -0.020
H 0.013 0.040 -0.038
N 0.188 0.225 0.159
O -0.092 0.013 0.020
O -0.334 -0.296 0.233
O -0.088 -0.009 0.113
C -0.176 0.041 0.277
O -0.061 -0.119 0.061
N -0.090 0.184 -0.153
C 0.135 -0.097 -0.215
C 0.054 -0.115 0.153
H -0.032 0.114 -0.075
H -0.044 0.080 0.047
H -0.074 0.060 0.033
H 0.003 -0.036 0.027
H 0.035 -0.006 -0.055
H 0.016 -0.031 -0.055
H -0.041 0.046 0.030
K 0.071 -1.084 -0.064

Output
highest occupied orbital energy	-5.99	eV
orbital gap	2.34	eV
E_tot	-4170.568959	hartree
max |F|	5.551	eV/Å
multiplicity	1

***

No. 4
C10H29N3O4PS2 | ωB97M-V with the def2-TZVPD basis set

Each line ends with the Löwdin charge.
Element x y z (Å)
O (2.344840, -1.036956, 1.402899)  -0.4662
S (2.469415, 0.230993, 0.561761)  0.6672
O (2.843294, -0.146994, -0.850223)  -0.4569
C (0.999939, 1.342842, 0.713099)  -0.4690
P (-0.351684, 1.088109, -0.644843)  0.2799
N (-1.594158, 1.405103, 0.687932)  -0.1710
C (-2.471673, 0.458690, 0.569035)  -0.8092
S (-3.961999, -0.326185, 0.583153)  0.4914
H (3.558647, 0.941412, 1.103123)  0.0504
H (0.488921, 1.062201, 1.716304)  0.0654
H (1.253376, 2.459070, 0.789413)  0.0673
H (-0.334855, -0.337020, -0.378244)  -0.0198
H (-1.402129, 0.860456, -1.628061)  -0.0599
H (-0.423598, 2.526001, -0.927416)  -0.0389
H (0.659697, 1.004334, -1.666696)  -0.0599
C (-8.199025, -3.498770, -1.691594)  -0.0812
C (-7.365651, -2.343136, -1.144149)  -0.4313
C (-8.123601, -1.000950, -1.100433)  -0.2000
O (-8.265532, -0.360874, -2.366494)  -0.1893
C (-9.323623, -0.864260, -3.163428)  -0.1160
N (-6.126204, -2.238596, -1.924789)  0.0449
H (-8.295298, -3.470380, -2.778501)  0.0604
H (-7.732298, -4.455562, -1.440164)  0.0741
H (-9.204669, -3.497040, -1.258894)  0.0733
H (-7.097623, -2.599919, -0.112967)  0.1351
H (-7.540532, -0.305591, -0.486551)  0.1192
H (-9.099344, -1.103767, -0.608249)  0.1148
H (-10.182231, -1.174709, -2.560742)  0.0867
H (-8.968093, -1.694397, -3.777327)  0.0719
H (-9.644483, -0.069689, -3.840578)  0.0839
H (-5.530007, -1.532594, -1.494913)  0.0130
H (-6.370951, -1.829915, -2.827645)  0.0704
C (9.373329, 0.771608, 2.083168)  -0.0804
C (7.991896, 0.122832, 2.096268)  -0.4292
C (7.025179, 0.705174, 1.046031)  -0.1964
O (6.482166, 1.978830, 1.386327)  -0.1982
C (7.340106, 3.074519, 1.116966)  -0.1104
N (7.435312, 0.215734, 3.453176)  0.0349
H (9.381693, 1.753656, 2.559500)  0.0610
H (10.089968, 0.149718, 2.627650)  0.0730
H (9.743866, 0.884768, 1.059568)  0.0761
H (8.132242, -0.937412, 1.857652)  0.1351
H (6.163929, 0.031871, 0.971792)  0.1211
H (7.481187, 0.733212, 0.048603)  0.1205
H (7.945788, 2.913210, 0.220594)  0.0897
H (7.980000, 3.270380, 1.980004)  0.0712
H (6.719583, 3.959482, 0.961362)  0.0872
H (6.559326, -0.303705, 3.482185)  0.0754
H (7.145559, 1.184215, 3.595338)  0.0686

Atomic forces in eV per Å
O -0.046 3.634 -1.178
S 0.468 -4.022 -0.976
O -0.745 1.884 2.807
C 0.126 0.322 2.204
P 1.437 -0.067 -3.081
N -5.760 -6.268 0.010
C 0.864 5.382 1.900
S 2.906 0.832 -0.245
H -0.895 -0.248 -0.405
H 1.252 0.236 -1.545
H 0.234 -1.624 -0.298
H 0.216 0.126 0.223
H -0.018 0.158 0.033
H 0.004 -0.075 0.512
H -0.015 -0.251 0.060
C -0.125 -0.263 0.143
C -0.017 0.082 -0.470
C 0.332 0.150 0.169
O -0.373 -0.189 0.292
C 0.343 0.206 -0.159
N -0.193 0.283 0.102
H 0.039 0.093 0.057
H 0.021 0.139 -0.040
H 0.038 0.002 -0.045
H 0.009 0.159 -0.033
H 0.009 -0.029 -0.171
H -0.099 -0.100 -0.120
H 0.040 -0.078 0.031
H -0.213 -0.136 0.008
H 0.051 0.034 0.097
H 0.149 -0.190 0.020
H 0.044 -0.154 0.110
C 0.290 -0.118 -0.052
C -0.035 0.432 0.094
C -0.291 -0.250 0.104
O 0.311 -0.179 -0.296
C -0.311 0.067 0.253
N -0.216 -0.006 -0.157
H -0.101 -0.049 -0.037
H -0.125 0.052 -0.010
H -0.034 0.016 0.067
H -0.145 0.063 -0.028
H 0.023 0.130 0.048
H 0.102 0.109 0.040
H 0.040 -0.063 0.045
H 0.203 0.067 -0.122
H -0.047 -0.116 -0.027
H 0.134 -0.040 0.055
H 0.119 -0.145 0.011

Output
highest occupied orbital energy	-4.70	eV
orbital gap	7.23	eV
E_tot	-2001.188757	hartree
max |F|	8.513	eV/Å
multiplicity	1
net charge	-1

***

Q: Among the records above, which one has the highest highest occupied orbital energy?
A: C10H28CuN2O7P

***

Q: Which value of orbital gap does entry 2 give?
A: 3.47 eV

***

Q: Among the records above, which one has the lowest highest occupied orbital energy?
A: C10H27NO7P3